DFT (ωB97M-V/def2-TZVPD) results for 2 unconnected molecules or ions with the total composition C3H9N2O2 at a distorted geometry.

XYZ file:
```
16
Properties=species:S:1:pos:R:3:forces:R:3
C 1.04058 0.02089 -0.17802 3.648 1.913 -1.262
C -1.82641 0.41746 0.31533 -0.764 -0.156 -3.422
C -1.00354 -0.63327 -0.35369 -2.310 0.087 -0.323
N 1.17775 1.35528 -0.21172 3.735 -1.220 1.248
N 1.95742 -0.90349 -0.10004 -0.964 1.329 -0.455
O -0.92557 -1.88315 0.08013 1.261 -1.462 -1.382
O 3.25188 -0.56905 0.29533 1.704 -0.227 0.115
H -1.77491 0.66082 1.34430 0.844 0.018 1.123
H -1.61084 1.31622 -0.35732 -0.992 -0.813 1.176
H -2.86328 0.02212 0.17136 0.142 0.963 0.008
H -0.81209 -0.71078 -1.47301 -0.278 0.887 1.359
H 0.54419 2.11540 -0.12093 -1.320 -0.213 -0.123
H 2.17431 1.72276 0.06153 -2.136 -1.115 -0.614
H 1.72050 -1.86300 -0.25461 0.073 -0.607 0.073
H -1.11735 -2.10357 0.96592 -0.731 0.123 1.847
H 3.97790 -0.95195 -0.30380 -1.912 0.494 0.630
```
Forces are in eV/Å.

Calculated values
* energy above the lowest of the compared OMol25 structures with the same formula, charge and spin: 2.482 eV
* charge: +1
* HOMO-LUMO gap (alpha / beta): 6.22 / 8.02 eV
* 2S+1: 3
* calculated total energy: -379.1630 Ha